1.
2 unconnected molecules or ions with the total composition C3H4ClNO. Source: the Open Molecules 2025 dataset; level of theory: wB97M-V/def2-TZVPD.

Structure (XYZ):
```
10
Properties=species:S:1:pos:R:3
C -0.15 -0.58 -0.88
C -0.06 0.39 0.22
O -0.57 1.47 0.28
Cl 0.83 -0.39 1.70
H -0.80 -0.18 -1.58
H -0.32 -1.60 -0.34
H 0.89 -0.80 -1.30
C 0.84 4.76 0.53
N -0.28 4.88 0.36
H 1.91 4.69 0.73
```

- largest force on an atom (eV/A) = 4.78
- Kohn-Sham gap (eV) = 11.65
- 2S+1 = 1
- lowest unoccupied orbital energy (eV) = 0.7
- SMILES = CC(=O)Cl.C#N

=====

2.
2 unconnected molecules or ions with the total composition C2H8N3O2. Source: the Open Molecules 2025 dataset; level of theory: wB97M-V/def2-TZVPD.

Structure (XYZ):
```
15
Properties=species:S:1:pos:R:3
C -0.04 0.76 1.42
C 0.64 -0.60 -1.49
N -0.61 1.59 2.27
N -0.65 0.38 0.36
N -0.41 -0.73 -2.26
O 1.19 0.41 1.60
O 1.35 -1.53 -1.02
H 0.89 0.41 -1.31
H -1.57 1.66 2.17
H -0.33 1.86 3.18
H -1.60 0.51 0.39
H -0.64 -1.71 -2.39
H 1.51 -0.37 1.15
H -0.68 -0.22 -3.07
H 0.95 -2.42 -0.99
```

- largest force on an atom (eV/A) = 3.87
- total charge = +1
- Kohn-Sham gap (eV) = 9.43
- 2S+1 = 1
- lowest unoccupied orbital energy (eV) = -3.7

=====

3.
A molecular structure, C20H22N2O3Sr. Source: the Open Molecules 2025 dataset; level of theory: wB97M-V/def2-TZVPD.

Structure (XYZ):
```
48
Properties=species:S:1:pos:R:3
C -3.50 -0.58 -0.47
C -3.50 0.72 -1.75
H -3.02 -1.51 -0.82
H -4.56 -0.78 -0.38
H -3.17 -0.23 0.53
H -3.00 0.40 -2.68
H -4.57 0.80 -1.97
H -3.18 1.71 -1.36
C 0.44 -2.85 -0.84
C 1.38 -3.87 -1.01
C 2.49 -3.63 -1.84
C 2.62 -2.37 -2.42
H -0.42 -2.98 -0.17
H 1.23 -4.82 -0.51
H 3.24 -4.40 -2.02
H 3.46 -2.12 -3.06
N 0.54 -1.65 -1.44
C 1.64 -1.38 -2.19
C 1.78 0.01 -2.70
N 0.79 0.88 -2.38
C 0.90 2.17 -2.76
C 3.00 1.76 -3.85
C 1.98 2.65 -3.49
H 0.08 2.81 -2.43
H 2.01 3.71 -3.76
C 2.90 0.43 -3.45
H 3.66 -0.30 -3.70
H 3.86 2.09 -4.43
Sr -1.46 0.24 -0.92
C -1.61 3.05 -0.80
H -1.88 3.54 -1.74
H -0.59 3.33 -0.48
H -2.33 3.28 0.00
O -0.63 2.21 3.65
C -0.31 1.02 4.17
C -0.06 0.91 5.55
C 0.38 -0.30 6.07
C 0.55 -1.42 5.24
C 0.25 -1.33 3.88
C -0.18 -0.13 3.33
C -0.60 -0.03 1.92
O -0.90 -1.08 1.27
O -0.66 1.14 1.37
H -0.67 2.04 2.65
H -0.20 1.79 6.17
H 0.59 -0.37 7.14
H 0.91 -2.36 5.65
H 0.33 -2.19 3.21
```

- largest force on an atom (eV/A) = 8.16
- Kohn-Sham gap (eV) = 5.38
- 2S+1 = 1
- lowest unoccupied orbital energy (eV) = -0.6

=====

4.
C2H8N2 in the gas phase. Source: the Open Molecules 2025 dataset; level of theory: wB97M-V/def2-TZVPD.

Structure (XYZ):
```
12
Properties=species:S:1:pos:R:3
N -1.38 1.06 -0.84
C -0.07 0.44 -0.77
C 0.22 -0.22 0.59
N 1.43 -1.06 0.49
H -2.09 0.41 -0.49
H -1.46 1.85 -0.21
H 0.71 1.19 -0.96
H 0.00 -0.28 -1.56
H -0.62 -0.77 0.93
H 0.39 0.63 1.31
H 1.70 -1.26 1.44
H 1.18 -1.99 0.07
```

- largest force on an atom (eV/A) = 1.64
- Kohn-Sham gap (eV) = 10.34
- 2S+1 = 1
- lowest unoccupied orbital energy (eV) = 1.1
- SMILES = NCCN

=====

5.
2 unconnected molecules or ions with the total composition C4H11BrOSi. Source: the Open Molecules 2025 dataset; level of theory: wB97M-V/def2-TZVPD.

Structure (XYZ):
```
18
Properties=species:S:1:pos:R:3
C -1.41 -2.27 0.79
C 0.54 0.05 -2.07
C 2.06 -0.89 0.65
C -1.27 4.11 0.84
O -0.74 -1.55 -0.20
Si 0.45 -0.46 -0.26
Br -0.18 2.54 0.90
H -0.83 -3.16 1.06
H -2.37 -2.58 0.39
H -1.56 -1.66 1.68
H -0.43 0.40 -2.43
H 1.25 0.85 -2.20
H 0.84 -0.79 -2.69
H 1.87 -1.30 1.64
H 2.63 -1.63 0.09
H 2.69 -0.02 0.77
H -1.28 4.51 -0.17
H -2.27 3.87 1.20
```

- largest force on an atom (eV/A) = 1.41
- Kohn-Sham gap (spin up / spin down) (eV) = 5.70 / 8.75
- 2S+1 = 1
- lowest unoccupied orbital energy (spin up / spin down) (eV) = -0.5 / 0.2

=====

6.
A molecular structure, C65H52NOP2RuS2. Source: the Open Molecules 2025 dataset; level of theory: wB97M-V/def2-TZVPD.

Structure (XYZ):
```
124
Properties=species:S:1:pos:R:3
Ru -0.37 -1.10 0.38
O -0.47 1.06 0.40
S -0.44 2.10 -0.70
C 1.19 2.73 -0.76
C 1.22 4.10 -0.59
C 2.40 4.86 -0.75
C 3.52 4.20 -1.15
C 4.90 4.72 -1.47
C 5.69 3.48 -1.97
C 4.73 2.32 -1.79
C 4.90 0.99 -2.01
C 3.82 0.14 -1.71
C 2.58 0.57 -1.24
P 1.67 -0.90 -0.63
C 2.66 -1.41 0.79
C 3.27 -0.42 1.56
C 3.91 -0.76 2.74
C 3.95 -2.08 3.15
C 3.34 -3.07 2.39
C 2.69 -2.74 1.21
C 1.73 -2.10 -1.97
C 0.78 -1.92 -2.98
C 0.70 -2.82 -4.03
C 1.57 -3.91 -4.08
C 2.52 -4.09 -3.08
C 2.60 -3.18 -2.03
C 2.37 1.98 -1.08
C 3.49 2.79 -1.33
C -0.66 1.48 -2.37
C 0.15 2.00 -3.35
C -0.25 2.18 -4.70
C -1.55 1.94 -5.01
C -2.35 2.19 -6.27
C -3.75 1.58 -5.98
C -3.68 1.12 -4.54
C -4.61 0.54 -3.74
C -4.19 0.07 -2.48
C -2.92 0.25 -1.98
P -2.49 -0.84 -0.60
C -3.19 -0.23 0.94
C -3.13 -1.03 2.09
C -3.54 -0.53 3.31
C -4.00 0.78 3.40
C -4.06 1.58 2.27
C -3.64 1.09 1.04
C -3.29 -2.38 -1.06
C -4.23 -3.05 -0.28
C -4.75 -4.27 -0.71
C -4.33 -4.82 -1.91
C -3.41 -4.15 -2.70
C -2.89 -2.94 -2.28
C -1.98 1.02 -2.74
C -2.39 1.35 -4.03
H 0.30 4.61 -0.34
H 2.38 5.93 -0.58
H 5.36 5.15 -0.57
H 4.87 5.51 -2.21
H 6.62 3.32 -1.43
H 5.95 3.58 -3.02
H 5.83 0.57 -2.37
H 3.99 -0.92 -1.82
H 3.24 0.62 1.25
H 4.38 0.01 3.34
H 4.46 -2.35 4.07
H 3.37 -4.11 2.71
H 2.18 -3.51 0.65
H 0.10 -1.07 -2.94
H -0.02 -2.67 -4.82
H 1.51 -4.61 -4.89
H 3.20 -4.93 -3.12
H 3.36 -3.32 -1.27
H 1.14 2.33 -3.08
H 0.45 2.58 -5.42
H -1.87 1.76 -7.14
H -2.41 3.27 -6.45
H -3.96 0.74 -6.64
H -4.55 2.30 -6.13
H -5.63 0.36 -4.07
H -4.90 -0.51 -1.90
H -2.77 -2.05 2.02
H -3.50 -1.15 4.19
H -4.33 1.17 4.36
H -4.42 2.60 2.34
H -3.68 1.72 0.17
H -4.59 -2.62 0.64
H -5.48 -4.78 -0.10
H -4.74 -5.77 -2.23
H -3.10 -4.57 -3.65
H -2.17 -2.42 -2.90
C 0.46 3.90 2.96
C 0.49 3.42 4.41
C 1.81 3.86 5.05
C -0.69 4.06 5.15
C 0.37 1.90 4.50
C 0.33 1.28 5.77
C 0.19 -0.08 5.92
C 0.08 -0.85 4.76
S -0.16 -2.57 4.61
C -0.17 -2.42 2.92
N -0.01 -1.19 2.47
C 0.13 -0.27 3.51
C 0.28 1.11 3.37
C -0.36 -3.52 1.96
C -0.45 -4.85 2.36
C -0.57 -5.83 1.39
C -0.59 -5.47 0.05
C -0.52 -4.13 -0.33
C -0.41 -3.12 0.62
H 0.50 4.99 2.94
H -0.46 3.59 2.45
H 1.32 3.52 2.39
H 1.90 4.95 5.01
H 2.66 3.43 4.53
H 1.87 3.57 6.10
H -0.63 5.15 5.07
H -0.70 3.81 6.21
H -1.65 3.74 4.72
H 0.41 1.89 6.66
H 0.16 -0.53 6.90
H 0.31 1.53 2.38
H -0.41 -5.12 3.41
H -0.63 -6.87 1.67
H -0.67 -6.23 -0.72
H -0.53 -3.88 -1.39
```

- largest force on an atom (eV/A) = 0.74
- total charge = +2
- Kohn-Sham gap (spin up / spin down) (eV) = 6.41 / 6.43
- <S²> = 0.758
- 2S+1 = 2
- lowest unoccupied orbital energy (spin up / spin down) (eV) = -6.2 / -6.1

=====

7.
6 unconnected molecules or ions with the total composition C4H19NO7. Source: the Open Molecules 2025 dataset; level of theory: wB97M-V/def2-TZVPD.

Structure (XYZ):
```
31
Properties=species:S:1:pos:R:3
C -2.81 0.55 -0.37
C -1.81 -0.51 -0.83
C -0.70 0.24 -1.70
N 0.16 1.07 -0.94
C -0.03 -1.03 -2.43
O 0.85 -1.14 -3.24
O -0.68 -2.24 -2.14
H -3.85 0.44 -0.70
H -2.64 1.59 -0.56
H -2.42 0.66 0.79
H -2.25 -1.30 -1.51
H -1.47 -1.13 -0.01
H -1.13 0.84 -2.47
H 0.72 1.65 -1.56
H -0.05 1.39 0.01
H -0.24 -3.05 -2.59
O -0.46 -0.63 3.96
H 0.45 -0.74 3.62
H -1.11 -0.51 3.24
O 2.67 1.72 -1.55
H 3.16 1.92 -0.77
H 2.79 0.78 -1.60
O 1.26 -1.80 0.37
H 0.83 -1.67 -0.48
H 0.95 -0.97 0.73
O 2.20 -0.42 2.27
H 2.77 0.29 2.48
H 2.68 -1.27 2.38
O 0.08 1.81 1.57
H -0.66 2.12 2.06
H 0.74 1.34 1.98
```

- largest force on an atom (eV/A) = 3.76
- Kohn-Sham gap (eV) = 8.55
- 2S+1 = 1
- lowest unoccupied orbital energy (eV) = 0.0
- SMILES = CC[C@@H](N)C(=O)O.O.O.O.O.O

=====

8.
2 unconnected molecules or ions with the total composition C4H9NO3. Source: the Open Molecules 2025 dataset; level of theory: wB97M-V/def2-TZVPD.

Structure (XYZ):
```
17
Properties=species:S:1:pos:R:3
C 0.13 -0.32 -1.77
C 0.16 -0.83 -0.34
C -1.06 -1.63 0.06
O 1.28 -1.20 0.12
H 0.25 -1.16 -2.45
H 0.95 0.38 -1.92
H -0.83 0.17 -1.98
H -1.05 -1.79 1.14
H -1.05 -2.61 -0.44
H -1.98 -1.10 -0.22
O -0.72 2.19 0.04
C -0.15 1.30 0.89
N 1.14 1.47 1.14
O 1.43 0.91 2.36
H -0.05 2.42 -0.63
H -0.86 0.97 1.66
H 2.40 0.80 2.34
```

- largest force on an atom (eV/A) = 6.13
- Kohn-Sham gap (spin up / spin down) (eV) = 9.08 / 9.08
- 2S+1 = 1
- lowest unoccupied orbital energy (spin up / spin down) (eV) = 0.0 / 0.0
- SMILES = CC(C)=O.O/C=N/O

=====

9.
12 unconnected molecules or ions with the total composition C2H28NO12. Source: the Open Molecules 2025 dataset; level of theory: wB97M-V/def2-TZVPD.

Structure (XYZ):
```
43
Properties=species:S:1:pos:R:3
O -1.27 -3.38 -0.63
C -0.40 -2.60 -0.88
C -0.44 -1.32 -0.05
N 0.39 -0.19 -0.67
H 0.48 -2.73 -1.52
H -1.42 -0.82 -0.07
H -0.15 -1.57 0.96
H 1.39 -0.35 -0.56
H 0.32 -0.15 -1.71
H -0.05 0.76 -0.47
H 1.52 -1.72 1.63
H 2.01 -0.33 1.98
O 2.14 -1.05 1.34
H 3.21 3.39 -0.69
H 2.80 2.99 -2.05
O 2.42 3.37 -1.24
H -0.21 2.56 0.36
H 0.96 2.85 -0.81
O 0.15 2.36 -0.51
H -1.46 2.22 -1.63
H -2.54 1.24 -1.63
O -1.67 1.36 -2.02
H 2.19 -4.06 1.79
H 0.70 -4.50 1.26
O 1.26 -3.85 1.69
H 1.59 -0.04 4.92
H 2.41 1.26 4.46
O 2.15 0.36 4.25
H -3.04 -0.59 3.44
H -2.67 0.70 2.89
O -2.59 -0.24 2.65
H -0.49 0.27 -3.92
H 0.35 1.52 -3.66
O 0.40 0.56 -3.67
H -3.63 1.27 -0.18
H -4.23 2.49 0.29
O -3.37 2.20 -0.07
H 3.99 -0.55 0.05
H 4.96 -0.22 -1.04
O 4.06 -0.03 -0.77
H -3.47 -1.67 -1.05
H -4.85 -0.96 -1.21
O -3.90 -0.82 -1.22
```

- largest force on an atom (eV/A) = 2.64
- total charge = +1
- Kohn-Sham gap (eV) = 10.93
- 2S+1 = 1
- lowest unoccupied orbital energy (eV) = -2.5

=====

10.
A molecular structure, C14H31BiGeNO5S3Sb. Source: the Open Molecules 2025 dataset; level of theory: wB97M-V/def2-TZVPD.

Structure (XYZ):
```
57
Properties=species:S:1:pos:R:3
Bi 1.84 -8.65 14.15
C -0.04 -7.56 16.89
C -0.47 -6.51 15.88
C -0.01 -5.13 16.41
C -1.98 -6.47 15.68
O 0.15 -6.78 14.64
Ge 0.21 -5.78 12.92
O -0.08 -7.53 12.24
C -0.58 -7.63 10.92
C 0.33 -6.83 9.96
C -2.01 -7.10 10.79
C -0.59 -9.08 10.38
O 2.03 -6.22 12.93
C 2.98 -5.15 12.78
C 4.36 -5.79 12.76
C 2.88 -4.28 14.03
C 2.72 -4.33 11.56
H -0.50 -7.28 17.86
H -0.42 -8.58 16.67
H 1.06 -7.63 16.92
H -0.25 -5.00 17.51
H 1.06 -5.04 16.24
H -0.56 -4.29 15.89
H -2.55 -6.12 16.53
H -2.33 -5.84 14.83
H -2.40 -7.42 15.41
H 0.55 -5.85 10.38
H 1.31 -7.27 9.81
H -0.13 -6.63 8.99
H -2.08 -6.07 11.10
H -2.52 -7.18 9.83
H -2.65 -7.62 11.48
H 0.41 -9.52 10.39
H -1.21 -9.65 11.05
H -1.02 -9.00 9.43
H 4.47 -6.41 13.66
H 4.39 -6.38 11.84
H 5.07 -4.96 12.76
H 3.14 -4.93 14.89
H 3.54 -3.42 13.94
H 1.89 -3.82 14.16
H 2.73 -4.96 10.71
H 1.78 -3.80 11.62
H 3.49 -3.54 11.42
S 6.10 -9.63 12.21
Sb 4.31 -10.94 12.78
S 5.50 -9.39 14.08
S 2.55 -9.51 11.93
N -0.34 -9.43 14.15
C -0.48 -10.64 15.00
C 0.82 -11.49 14.92
O 0.91 -12.60 15.40
O 1.77 -10.88 14.26
H -0.99 -8.68 14.41
H -0.48 -9.69 13.16
H -1.33 -11.28 14.66
H -0.69 -10.32 16.04
```

- largest force on an atom (eV/A) = 3.52
- Kohn-Sham gap (eV) = 7.44
- 2S+1 = 1
- lowest unoccupied orbital energy (eV) = -0.7

=====

11.
2 unconnected molecules or ions with the total composition H2N2O3Si. Source: the Open Molecules 2025 dataset; level of theory: wB97M-V/def2-TZVPD.

Structure (XYZ):
```
8
Properties=species:S:1:pos:R:3
O -0.30 -1.26 -0.62
Si -1.45 -0.62 0.14
H -1.22 -1.12 1.50
H -2.73 0.00 -0.02
O 0.02 1.62 0.08
N 1.13 1.23 -0.10
N 1.75 0.31 -0.37
O 2.80 -0.15 -0.60
```

- largest force on an atom (eV/A) = 3.47
- Kohn-Sham gap (spin up / spin down) (eV) = 9.29 / 9.29
- 2S+1 = 1
- lowest unoccupied orbital energy (spin up / spin down) (eV) = -0.9 / -0.9
- SMILES = O=[SiH2].O=NN=O

=====

12.
A molecular structure, C6H18FINO9PS3. Source: the Open Molecules 2025 dataset; level of theory: wB97M-V/def2-TZVPD.

Structure (XYZ):
```
40
Properties=species:S:1:pos:R:3
O 1.46 4.11 -0.96
P 2.80 3.43 -0.79
N 4.13 4.48 -0.35
I 4.16 6.22 -1.46
S 4.23 4.76 1.33
O 5.02 3.64 1.89
O 4.75 6.09 1.66
F 2.72 4.56 1.95
H 2.67 2.48 0.28
H 3.18 2.73 -1.96
O -2.00 1.84 -2.65
S -0.89 0.98 -2.36
O 0.40 1.17 -2.98
O -1.34 -0.55 -2.58
C -1.87 -0.93 -3.86
C -0.79 -1.01 -4.92
C -0.65 0.91 -0.62
H -2.67 -0.24 -4.15
H -2.33 -1.91 -3.73
H -0.36 -0.03 -5.12
H -1.21 -1.39 -5.86
H 0.02 -1.67 -4.60
H -1.61 0.73 -0.13
H -0.24 1.87 -0.30
H 0.06 0.12 -0.39
O -0.53 -1.80 1.18
S -1.16 -2.97 1.70
O -2.57 -3.20 1.54
O -0.79 -3.11 3.26
C -1.10 -2.02 4.14
C -2.59 -1.91 4.42
C -0.30 -4.41 1.14
H -0.70 -1.08 3.73
H -0.57 -2.20 5.07
H -3.14 -1.66 3.51
H -2.79 -1.12 5.15
H -2.98 -2.85 4.79
H 0.77 -4.26 1.29
H -0.52 -4.52 0.08
H -0.66 -5.28 1.69
```

- largest force on an atom (eV/A) = 4.78
- Kohn-Sham gap (eV) = 8.87
- 2S+1 = 1
- lowest unoccupied orbital energy (eV) = -1.6